[1]
ORCA calculation (wB97M-V/def2-TZVPD) on a molecular structure, C36H82BMgN5O33 in a non-equilibrium geometry.

Cartesian coordinates (Å):
Mg1 9.3595 -12.9014 11.4145
O1 10.4478 -17.2598 18.0618
C1 9.8062 -17.2140 17.0760
O2 9.1326 -16.2209 16.5461
B1 8.6000 -16.5044 15.2302
O3 8.8677 -17.9425 15.0917
C2 9.7621 -18.3770 16.0321
O4 10.3186 -19.4985 16.1643
O5 9.2670 -15.8082 14.1848
C3 8.5010 -14.8613 13.7456
O6 8.8922 -14.0403 12.9435
C4 7.0930 -15.0634 14.2623
O7 7.1627 -16.0952 15.1339
O8 6.0990 -14.4562 13.9947
N1 11.2643 -15.1747 10.7977
O9 11.7750 -15.1060 11.8908
O10 10.3553 -14.3835 10.4921
O11 11.6537 -16.0714 10.0038
C5 6.1915 -18.8919 17.0352
N2 4.9793 -18.1878 16.4345
O12 4.8577 -17.0085 16.7219
O13 4.1162 -18.8408 15.8011
H1 6.0472 -19.0923 18.0969
H2 6.9308 -18.1333 16.7784
H3 6.4419 -19.8498 16.5794
C6 3.9536 -13.7919 16.6834
N3 2.9233 -12.9776 17.2763
O14 2.7288 -13.2064 18.4772
O15 2.1374 -12.4138 16.5018
H4 4.4451 -13.1245 15.9755
H5 3.4240 -14.6432 16.2557
H6 4.4832 -14.1940 17.5471
C7 11.4622 -13.8888 18.1033
N4 12.4642 -12.9742 18.5315
O16 12.3493 -11.8208 18.0777
O17 13.3132 -13.3591 19.3378
H7 10.7284 -14.0338 18.8961
H8 12.0361 -14.7973 17.9208
H9 11.0673 -13.5760 17.1367
C8 12.3281 -17.8628 20.1926
N5 13.7252 -18.3574 20.5819
O18 14.5715 -18.3948 19.6858
O19 13.7900 -19.0340 21.6386
H10 11.8360 -17.5404 21.1101
H11 11.6632 -18.6160 19.7700
H12 12.4299 -17.1277 19.3943
C9 8.2461 -19.5628 24.1560
O20 8.0098 -19.3105 22.7621
C10 6.9100 -20.0810 22.2242
C11 7.3202 -21.0270 21.1634
O21 7.5272 -20.3624 19.9005
C12 8.5651 -19.4227 19.8814
H13 7.9584 -20.5747 24.4412
H14 7.5815 -18.8800 24.6852
H15 9.2544 -19.2339 24.4078
H16 6.1813 -19.3768 21.8226
H17 6.4417 -20.7711 22.9260
H18 6.6527 -21.8720 20.9944
H19 8.2820 -21.4611 21.4366
H20 8.7062 -19.1461 18.8365
H21 9.5082 -19.8292 20.2466
H22 8.2618 -18.5037 20.3830
C13 12.6227 -18.9858 13.2976
O22 13.8772 -19.3891 13.4048
C14 14.0131 -20.8019 13.6965
C15 14.4379 -21.5216 12.4568
O23 13.3698 -21.7298 11.6150
C16 13.7632 -22.4222 10.4045
H23 12.2450 -19.2038 14.2965
H24 11.8999 -19.4742 12.6440
H25 12.4930 -17.9119 13.4315
H26 13.2148 -21.3155 14.2323
H27 14.9459 -20.8308 14.2596
H28 14.8034 -22.5194 12.6993
H29 15.1857 -20.8808 11.9894
H30 12.9730 -22.8688 9.8010
H31 14.4278 -23.2586 10.6208
H32 14.3078 -21.8213 9.6762
C17 6.8259 -19.4332 9.7973
O24 7.5927 -18.4118 10.4887
C18 7.8721 -18.5673 11.8646
C19 6.6588 -18.4461 12.8517
O25 5.8912 -17.3407 12.4686
C20 4.5457 -17.5102 12.9006
H33 6.9210 -20.4270 10.2349
H34 7.0359 -19.5491 8.7340
H35 5.8304 -18.9908 9.7592
H36 8.5719 -17.7323 11.8311
H37 8.3365 -19.5528 11.8988
H38 6.9581 -18.3783 13.8976
H39 6.1655 -19.4180 12.8364
H40 4.1720 -16.5568 12.5269
H41 4.3814 -17.4651 13.9772
H42 3.9909 -18.2814 12.3664
C21 9.2201 -27.4010 17.1016
O26 9.7733 -26.3052 17.8721
C22 10.7706 -25.5822 17.2738
C23 11.1355 -24.3398 18.1368
O27 11.7931 -23.3098 17.3305
C24 11.8346 -22.0512 17.9094
H43 10.0177 -28.1385 17.0126
H44 8.9950 -27.0417 16.0975
H45 8.3141 -27.8649 17.4915
H46 10.3635 -25.1183 16.3754
H47 11.6380 -26.2112 17.0737
H48 11.6751 -24.7053 19.0105
H49 10.2292 -23.9205 18.5736
H50 12.3832 -22.1482 18.8462
H51 10.9014 -21.5453 18.1568
H52 12.4497 -21.3698 17.3216
C25 7.9983 -21.8862 14.9616
O28 8.2046 -22.0530 13.5850
C26 9.6218 -21.9856 13.1122
C27 9.8825 -22.7045 11.7586
O29 9.0054 -22.2117 10.7379
C28 9.1699 -22.7636 9.4522
H53 8.5099 -20.9589 15.2194
H54 8.4938 -22.5273 15.6906
H55 6.9474 -21.7492 15.2165
H56 10.3120 -22.3956 13.8495
H57 9.7357 -20.9335 12.8509
H58 9.6873 -23.7767 11.7788
H59 10.9701 -22.7186 11.6868
H60 8.4050 -22.3836 8.7750
H61 9.0065 -23.8412 9.4409
H62 10.0838 -22.4542 8.9451
C29 7.3280 -14.9495 10.1339
O30 7.7643 -13.6245 10.5928
C30 6.5633 -12.7412 10.8667
C31 7.0115 -11.3224 11.3810
O31 8.0819 -11.5178 12.2151
C32 8.1257 -10.6021 13.3362
H63 6.8385 -14.9042 9.1611
H64 6.6593 -15.4060 10.8637
H65 8.1200 -15.6894 10.0176
H66 5.8305 -13.2457 11.4964
H67 6.1555 -12.7353 9.8559
H68 6.1029 -10.8633 11.7705
H69 7.3296 -10.5966 10.6326
H70 8.1570 -9.5422 13.0836
H71 8.8457 -10.6417 14.1536
H72 7.1816 -10.8541 13.8191
C33 9.1313 -11.4081 8.7200
O32 9.8208 -11.7098 9.9793
C34 10.8598 -10.7946 10.2783
C35 11.8445 -11.3957 11.3373
O33 10.9284 -12.0840 12.2396
C36 11.6433 -12.4579 13.4578
H73 8.7305 -10.4051 8.5736
H74 8.3017 -12.1115 8.6494
H75 9.7650 -11.3589 7.8345
H76 10.3654 -9.8719 10.5823
H77 11.3892 -10.5270 9.3639
H78 12.2946 -10.5352 11.8324
H79 12.6266 -12.0343 10.9268
H80 11.5919 -11.6876 14.2274
H81 12.6853 -12.7600 13.3528
H82 11.2263 -13.3747 13.8746

- Spin multiplicity: 2
- Charge: -1
- <S²>: 0.753
- E_tot: -4401.91777 Eh
- LUMO (alpha / beta): 1.15 / 1.15 eV



[2]
ORCA calculation (wB97M-V/def2-TZVPD) on 7 unconnected molecules or ions with the total composition C36H84N4O6S3 in a non-equilibrium geometry.

Cartesian coordinates (Å):
O1 0.1649 -2.9900 2.8602
S1 -0.3399 -2.2595 3.9962
O2 0.0114 -0.8602 4.1405
C1 -2.1659 -2.4692 3.9941
C2 -2.3740 -3.7358 4.8198
C3 -1.3185 -3.6385 5.9657
C4 0.0600 -3.2739 5.4852
H1 -2.5544 -2.4475 2.9802
H2 -2.5951 -1.6185 4.5264
H3 -3.3001 -3.8626 5.3730
H4 -2.1356 -4.6167 4.2242
H5 -1.3713 -4.5634 6.5499
H6 -1.6288 -2.9547 6.7631
H7 0.6553 -4.0655 5.0277
H8 0.7794 -2.7185 6.0825
O3 0.4519 -8.9952 -3.1539
S2 0.3416 -7.5562 -2.9898
O4 -0.1537 -6.7707 -4.1058
C5 -0.5152 -7.0560 -1.4765
C6 0.6432 -6.6820 -0.5399
C7 1.7999 -6.0263 -1.2790
C8 2.0128 -6.8563 -2.5240
H9 -1.1061 -7.8073 -0.9576
H10 -1.1697 -6.2074 -1.6666
H11 0.2414 -5.9578 0.1714
H12 1.0507 -7.5627 -0.0426
H13 2.7020 -5.9707 -0.6716
H14 1.5565 -4.9918 -1.5348
H15 2.7886 -7.6133 -2.4116
H16 2.2479 -6.3810 -3.4776
O5 6.1818 2.7723 2.5825
S3 5.0329 3.6329 2.2890
O6 4.0316 3.8857 3.3160
C9 5.5972 5.2843 1.7556
C10 4.7277 5.6666 0.5445
C11 4.1801 4.3758 -0.1108
C12 4.0858 3.1573 0.8083
H17 6.5957 5.1881 1.3261
H18 5.5840 6.0565 2.5158
H19 3.8896 6.3116 0.8136
H20 5.2831 6.1750 -0.2402
H21 5.0090 4.0684 -0.7593
H22 3.3737 4.5203 -0.8267
H23 4.6889 2.3628 0.3625
H24 3.1646 2.6429 1.0698
C13 4.8519 -0.9806 0.9925
C14 5.2430 -0.1924 2.2111
N1 4.8142 -0.8867 3.4436
C15 5.6279 -0.5802 4.6071
C16 5.4160 -1.5629 5.7446
C17 3.3721 -0.7207 3.6402
C18 2.9833 0.6527 4.2583
H25 5.5337 -0.9502 0.1388
H26 3.8462 -0.7240 0.6553
H27 4.8341 -2.0544 1.2163
H28 6.3067 0.0135 2.3113
H29 4.7205 0.7591 2.0393
H30 6.6955 -0.5105 4.4002
H31 5.4237 0.4385 4.9720
H32 4.4578 -1.7668 6.2162
H33 5.6844 -2.5475 5.3323
H34 6.2164 -1.3984 6.4701
H35 3.0167 -1.4259 4.4037
H36 2.7640 -0.9853 2.7796
H37 1.9027 0.7800 4.2685
H38 3.4246 1.3915 3.5912
H39 3.3659 0.7995 5.2645
C19 0.9124 0.5581 0.7306
C20 -0.3567 0.0735 0.0807
N2 -0.1741 -1.0289 -0.8349
C21 -0.7381 -0.8480 -2.1438
C22 -0.0380 0.2512 -2.9719
C23 -0.1920 -2.3631 -0.2678
C24 -1.5747 -3.0145 -0.0658
H40 1.6602 0.7244 -0.0523
H41 1.2618 -0.1088 1.5170
H42 0.7720 1.5586 1.1545
H43 -1.0353 -0.2380 0.8921
H44 -0.8437 0.9218 -0.4047
H45 -0.7754 -1.6996 -2.8300
H46 -1.8191 -0.6408 -2.0684
H47 1.0263 0.0509 -3.1217
H48 -0.4725 0.5245 -3.9308
H49 0.0194 1.1708 -2.3773
H50 0.4816 -2.3239 0.5859
H51 0.3243 -3.0759 -0.9205
H52 -1.4004 -4.0538 0.2138
H53 -2.1214 -2.9944 -1.0101
H54 -2.2015 -2.4994 0.6629
C25 -1.1526 3.8906 -7.2409
C26 -1.1102 2.4962 -6.6970
N3 -2.1438 1.6305 -7.2870
C27 -2.0127 1.3760 -8.7222
C28 -0.7207 0.6746 -9.1284
C29 -2.3192 0.3798 -6.5683
C30 -3.1816 0.4992 -5.3108
H55 -0.6364 4.6325 -6.6261
H56 -2.1875 4.2406 -7.1893
H57 -0.6585 3.8828 -8.2108
H58 -0.1175 2.0885 -6.9487
H59 -1.2195 2.3693 -5.6191
H60 -2.8685 0.8008 -9.0806
H61 -2.0888 2.2685 -9.3492
H62 -0.7151 0.3282 -10.1682
H63 0.1233 1.3683 -9.0959
H64 -0.4703 -0.2419 -8.5917
H65 -1.4059 -0.1971 -6.3934
H66 -3.0478 -0.1515 -7.1873
H67 -3.8803 -0.3051 -5.0899
H68 -3.8253 1.3894 -5.3461
H69 -2.6731 0.7958 -4.3834
C31 -3.7710 1.7619 1.3352
C32 -4.0326 3.1498 1.9786
N4 -5.2783 3.6808 1.3762
C33 -6.4825 2.9166 1.6673
C34 -7.0145 3.0767 3.1066
C35 -5.4097 5.1389 1.5569
C36 -6.1852 5.7787 0.4159
H70 -4.0600 0.9674 2.0238
H71 -2.7101 1.6778 1.0846
H72 -4.2410 1.6379 0.3620
H73 -4.1120 3.0724 3.0644
H74 -3.2442 3.7700 1.5597
H75 -6.4726 1.8467 1.4691
H76 -7.2228 3.3482 0.9887
H77 -8.0188 2.7143 3.3374
H78 -6.9386 4.1107 3.4390
H79 -6.4241 2.4433 3.7806
H80 -5.7645 5.5129 2.5224
H81 -4.3727 5.4638 1.4544
H82 -7.1572 5.2757 0.3084
H83 -6.4077 6.8263 0.6032
H84 -5.7889 5.5289 -0.5693

- E_tot: -3286.86127 Eh
- LUMO: 0.25 eV
- Energy above the lowest of the compared OMol25 structures with the same formula, charge and spin: 370.1 kJ/mol



[3]
ORCA calculation (wB97M-V/def2-TZVPD) on 8 unconnected molecules or ions with the total composition C36H84N4O8 in a non-equilibrium geometry.

Cartesian coordinates (Å):
C1 9.6303 -9.1928 -4.5464
C2 9.2121 -7.8248 -4.0514
C3 7.6305 -7.5744 -4.2715
C4 9.4888 -7.4613 -2.5357
C5 10.9437 -7.2832 -2.1632
C6 11.6129 -6.2262 -3.0102
C7 11.4854 -6.4944 -4.4574
C8 11.9453 -5.2695 -5.2639
C9 12.5094 -7.6085 -4.9440
N1 10.0540 -6.8135 -4.7751
O1 9.6643 -6.6127 -6.1481
H1 10.6176 -9.4498 -4.1625
H2 8.9984 -9.9473 -4.0779
H3 9.6022 -9.3743 -5.6208
H4 7.0079 -8.3551 -3.8344
H5 7.4259 -6.5890 -3.8527
H6 7.3829 -7.5952 -5.3328
H7 8.9931 -6.5433 -2.2200
H8 9.2663 -8.3506 -1.9460
H9 10.9153 -7.1669 -1.0798
H10 11.3842 -8.2539 -2.3911
H11 12.6671 -6.1458 -2.7454
H12 11.1019 -5.3138 -2.7026
H13 11.4929 -4.3077 -5.0223
H14 11.9294 -5.5340 -6.3212
H15 12.9988 -5.0442 -5.0978
H16 12.2589 -8.0249 -5.9197
H17 12.5160 -8.5211 -4.3479
H18 13.5484 -7.2802 -4.9700
H19 10.2172 -7.1724 -6.6983
C10 -2.5380 2.9929 7.0309
C11 -3.2392 3.8760 7.9515
C12 -2.5929 5.2811 7.9282
C13 -4.7145 4.0557 7.5584
C14 -5.6094 2.8212 7.6941
C15 -5.5763 2.4967 9.1854
C16 -4.2007 2.4346 9.9001
C17 -4.4521 2.8129 11.4126
C18 -3.5162 1.0624 9.8957
N2 -3.2748 3.4438 9.3821
O2 -2.0849 3.5930 10.0936
H20 -2.8248 1.9472 6.9193
H21 -2.7793 3.4275 6.0608
H22 -1.4674 3.0405 7.2298
H23 -1.6136 5.2717 8.4068
H24 -2.3721 5.7128 6.9520
H25 -3.2199 6.0076 8.4450
H26 -5.0991 4.9636 8.0230
H27 -4.7016 4.3013 6.4965
H28 -6.5815 3.0585 7.2619
H29 -5.2156 2.0504 7.0317
H30 -6.0287 1.5060 9.2288
H31 -6.2474 3.2292 9.6339
H32 -5.3318 2.2231 11.6699
H33 -4.6149 3.8859 11.5146
H34 -3.5980 2.4186 11.9632
H35 -2.6278 0.9016 10.5065
H36 -3.2430 0.7726 8.8811
H37 -4.1326 0.1866 10.0986
H38 -2.3239 4.3442 10.6416
C19 0.9421 -2.8734 -1.1711
C20 -0.1049 -3.4478 -0.1377
C21 -0.3539 -4.9448 -0.5555
C22 0.5288 -3.3036 1.3746
C23 -0.4925 -3.6902 2.4258
C24 -1.6233 -2.6244 2.2320
C25 -2.2964 -2.3171 0.8959
C26 -3.4881 -3.3495 0.7261
C27 -2.8153 -0.8459 0.9063
N3 -1.3002 -2.5325 -0.1926
O3 -1.7898 -2.5234 -1.4851
H39 1.4678 -1.9985 -0.7885
H40 1.7647 -3.5443 -1.4188
H41 0.5497 -2.5509 -2.1356
H42 -0.8574 -5.0078 -1.5202
H43 0.5476 -5.5360 -0.7163
H44 -0.9284 -5.5939 0.1053
H45 1.2792 -4.0740 1.5519
H46 0.8567 -2.2836 1.5747
H47 -0.8614 -4.7126 2.3438
H48 -0.2737 -3.6960 3.4936
H49 -1.1351 -1.7460 2.6542
H50 -2.4104 -2.9173 2.9269
H51 -4.0849 -3.3927 1.6372
H52 -3.0938 -4.3645 0.6767
H53 -4.0208 -3.1158 -0.1956
H54 -3.0932 -0.5188 -0.0956
H55 -2.1149 -0.1193 1.3181
H56 -3.7068 -0.7565 1.5270
H57 -2.1796 -3.3911 -1.6146
C28 -5.1533 9.8365 -1.1328
C29 -5.1887 8.2773 -1.4677
C30 -4.4878 7.3944 -0.4275
C31 -6.7420 7.8706 -1.4781
C32 -7.4269 8.0515 -2.7562
C33 -6.5827 7.1939 -3.7858
C34 -5.1847 7.8415 -4.0193
C35 -4.3626 6.8446 -4.8271
C36 -5.4730 9.1998 -4.6398
N4 -4.4343 7.9179 -2.7117
O4 -3.3011 8.6150 -2.9457
H58 -5.7016 10.5151 -1.7863
H59 -5.6216 10.0771 -0.1783
H60 -4.1060 10.1118 -1.0086
H61 -4.5284 6.3359 -0.6843
H62 -3.4331 7.6501 -0.3261
H63 -4.9049 7.5169 0.5720
H64 -6.9149 6.9843 -0.8678
H65 -7.3917 8.5872 -0.9756
H66 -8.4349 7.6650 -2.6057
H67 -7.5228 9.0816 -3.0994
H68 -7.2106 6.9896 -4.6531
H69 -6.3890 6.2109 -3.3565
H70 -3.4181 7.2133 -5.2274
H71 -4.9473 6.5198 -5.6878
H72 -4.0336 5.9363 -4.3223
H73 -6.2779 9.1805 -5.3745
H74 -4.6559 9.4583 -5.3133
H75 -5.8151 10.0149 -4.0020
H76 -2.7371 7.8909 -2.6642
O5 0.8266 -0.1333 -7.7526
H77 0.8402 0.4529 -6.9959
H78 0.6394 0.4394 -8.4964
O6 -2.5229 -6.9527 -6.5150
H79 -1.7885 -6.3592 -6.6719
H80 -3.2982 -6.4420 -6.7484
O7 -0.2247 1.4527 -4.0324
H81 0.4370 1.4613 -3.3408
H82 -0.8765 0.8189 -3.7331
O8 1.3353 -4.5288 -7.0265
H83 1.1558 -3.5929 -6.9363
H84 2.2676 -4.6147 -6.8277

- E_tot: -2242.63782 Eh
- LUMO: 0.35 eV
- Energy above the lowest of the compared OMol25 structures with the same formula, charge and spin: 544.9 kJ/mol



Question: The lowest E_tot belongs to which entry?
Answer: C36H82BMgN5O33